No. 1
{"formula": "C45H39BrN7OSV", "method": "the ωB97M-V functional and the def2-TZVPD basis", "spin_multiplicity": 2, "charge": 1, "relative_energy_ev": 0.7456, "s2": 0.77, "orbital_gap_ev": [5.49, 6.06], "symbols": ["V", "O", "C", "N", "C", "C", "C", "C", "C", "C", "N", "C", "C", "C", "C", "C", "N", "H", "H", "H", "H", "H", "H", "H", "H", "H", "H", "S", "C", "C", "C", "C", "C", "C", "N", "C", "C", "C", "C", "C", "C", "C", "H", "H", "H", "H", "H", "H", "H", "H", "C", "C", "C", "C", "C", "C", "C", "C", "C", "C", "N", "C", "C", "C", "C", "C", "N", "H", "H", "H", "H", "H", "H", "H", "H", "H", "H", "H", "H", "H", "H", "H", "H", "H", "Br", "C", "C", "C", "N", "C", "C", "H", "H", "H", "H"], "xyz": [[0.31896, -0.17730, -1.55332], [-3.21138, 1.70567, -1.66857], [-2.27608, 0.96395, -1.86142], [-0.96128, 1.20493, -1.50140], [-0.84926, 2.53677, -0.92344], [0.56602, 2.96667, -0.87842], [0.90842, 4.24204, -0.44008], [2.22665, 4.63385, -0.49778], [3.16004, 3.74285, -1.01481], [2.73509, 2.49343, -1.40802], [1.45929, 2.08667, -1.32383], [-2.40384, -0.29355, -2.64339], [-3.55399, -0.63487, -3.32287], [-3.54175, -1.79432, -4.07957], [-2.38081, -2.55314, -4.11555], [-1.27374, -2.13525, -3.40046], [-1.28299, -1.01419, -2.67497], [-1.42550, 3.23606, -1.53640], [-1.30735, 2.56683, 0.06888], [0.13960, 4.90455, -0.06592], [2.52738, 5.61566, -0.15791], [4.20219, 4.01041, -1.11167], [3.44764, 1.79545, -1.81700], [-4.41545, 0.01317, -3.24370], [-4.41854, -2.10217, -4.63284], [-2.32226, -3.46315, -4.69492], [-0.36006, -2.71176, -3.40239], [4.83835, -0.63866, -1.39957], [4.37033, -0.88175, 0.25120], [5.18781, -1.19498, 1.33077], [4.58022, -1.47410, 2.53612], [3.18760, -1.46371, 2.65287], [2.37835, -1.12802, 1.58698], [2.97860, -0.79555, 0.37463], [2.33945, -0.46653, -0.82338], [3.18122, -0.44158, -1.82145], [2.69772, -0.23797, -3.18238], [3.54423, -0.23864, -4.28818], [3.01424, -0.02686, -5.54861], [1.64840, 0.18162, -5.69611], [0.80643, 0.16183, -4.59051], [1.31361, -0.04946, -3.31330], [6.26183, -1.24868, 1.21930], [5.18759, -1.72814, 3.39357], [2.73819, -1.73177, 3.59817], [1.30349, -1.14864, 1.67860], [4.60876, -0.40286, -4.16548], [3.66167, -0.02337, -6.41446], [1.23546, 0.35286, -6.68162], [-0.25371, 0.33231, -4.73833], [-4.30946, -3.06429, 1.21757], [-3.86535, -1.90613, 0.31960], [-3.59936, -0.63440, 1.09780], [-4.72633, 0.03414, 1.55975], [-4.62369, 1.19716, 2.29483], [-3.36746, 1.67906, 2.60169], [-2.20496, 1.04263, 2.17424], [-0.94664, 1.64666, 2.77436], [-0.22896, -0.15876, 4.42279], [-2.31986, -0.10700, 1.37307], [-1.18598, -0.71580, 0.74327], [-1.07921, -1.99147, 0.82760], [-0.19832, -2.71968, -0.02475], [0.15826, -4.05623, 0.01570], [1.08870, -4.25644, -1.01694], [1.25892, -3.03554, -1.63688], [0.46221, -2.08681, -1.06579], [-4.48087, -3.96614, 0.62930], [-5.23576, -2.81737, 1.73604], [-3.56393, -3.29391, 1.97992], [-4.66807, -1.69599, -0.38957], [-3.00442, -2.21791, -0.27285], [-5.70345, -0.36622, 1.31758], [-5.50860, 1.71694, 2.63496], [-3.27414, 2.56845, 3.21374], [-1.09969, 2.73044, 2.77879], [0.21964, 0.65156, 1.34483], [-0.25341, -0.48232, 5.46310], [0.80670, -0.15072, 4.09483], [-0.78754, -0.88446, 3.82464], [-1.67994, -2.56676, 1.53354], [-0.19319, -4.78150, 0.73161], [1.59157, -5.17335, -1.27470], [1.89670, -2.80215, -2.47633], [1.82201, 4.15691, 5.82655], [1.03548, 2.85659, 4.66345], [-0.08972, 2.27096, 5.07331], [-0.83127, 1.23521, 4.28192], [0.25478, 1.38947, 2.02907], [1.45831, 1.94020, 2.35044], [1.80658, 2.64151, 3.44736], [-0.52260, 2.58198, 6.01488], [-1.85057, 1.19861, 4.67188], [2.22209, 1.78982, 1.59569], [2.80394, 3.05645, 3.44105]]}

***

No. 2
{"formula": "C45H39F6N4O4P2S2Y", "method": "the ωB97M-V functional and the def2-TZVPD basis", "charge": 2, "relative_energy_ev": 0.0000, "orbital_gap_ev": 7.47, "symbols": ["Y", "C", "C", "C", "C", "C", "C", "N", "C", "C", "C", "C", "C", "N", "C", "C", "C", "C", "C", "C", "N", "H", "H", "H", "H", "H", "H", "H", "H", "H", "H", "H", "H", "H", "H", "H", "F", "C", "F", "F", "S", "O", "O", "N", "S", "O", "O", "C", "F", "F", "F", "C", "C", "P", "C", "C", "C", "C", "C", "C", "C", "C", "C", "C", "C", "C", "P", "C", "C", "C", "C", "C", "C", "C", "C", "C", "C", "C", "C", "H", "H", "H", "H", "H", "H", "H", "H", "H", "H", "H", "H", "H", "H", "H", "H", "H", "H", "H", "H", "H", "H", "H", "H"], "xyz": [[0.10928, 0.16581, 0.08326], [-0.53387, 1.44613, 3.17663], [0.04381, 0.08918, 3.42125], [0.30011, -0.37700, 4.70451], [0.78801, -1.65886, 4.87028], [1.01782, -2.45586, 3.75958], [0.73674, -1.93919, 2.50417], [0.26531, -0.68653, 2.34713], [1.01573, -2.70713, 1.25292], [1.57754, -3.97815, 1.25648], [1.91826, -4.56072, 0.04621], [1.65584, -3.89534, -1.13817], [1.01672, -2.65860, -1.08330], [0.73212, -2.09019, 0.09600], [0.65222, -1.90927, -2.32372], [0.66912, -2.52303, -3.56193], [0.43061, -1.75149, -4.69433], [0.23898, -0.39600, -4.55609], [0.22326, 0.17056, -3.28035], [0.17102, 1.65539, -3.12712], [0.35297, -0.59574, -2.18738], [-0.44634, 2.08731, 4.05174], [-1.59790, 1.37887, 2.93153], [-0.03770, 1.97277, 2.35868], [0.11681, 0.26578, 5.55167], [0.99597, -2.03829, 5.86106], [1.40779, -3.45341, 3.88172], [1.78946, -4.49361, 2.17896], [2.39934, -5.52763, 0.02999], [1.94591, -4.32904, -2.08119], [0.86298, -3.57847, -3.66278], [0.43196, -2.20663, -5.67372], [0.11191, 0.24633, -5.41608], [1.15451, 2.05613, -3.37758], [-0.06987, 1.97989, -2.11217], [-0.56898, 2.09848, -3.79239], [5.34460, 0.26533, 0.38294], [5.07121, 0.08660, -0.90611], [5.11439, -1.21409, -1.18731], [5.94488, 0.74060, -1.64978], [3.36700, 0.69153, -1.28849], [2.52686, -0.07238, -0.35679], [3.18648, 0.49868, -2.68622], [3.40789, 2.22431, -0.89553], [2.43811, 2.84338, 0.15134], [2.43241, 4.25757, 0.12218], [1.09592, 2.19775, 0.07748], [3.03926, 2.41674, 1.86616], [2.51582, 3.27616, 2.73280], [2.65361, 1.17710, 2.22954], [4.35513, 2.49019, 1.89701], [-4.03394, -0.62085, -0.02455], [-3.91773, 0.77010, 0.59049], [-2.46551, 1.72070, -0.02186], [-2.93230, 2.05437, -1.74622], [-3.00817, 0.98351, -2.63904], [-3.41434, 1.17809, -3.94817], [-3.72232, 2.45913, -4.39053], [-3.62562, 3.53054, -3.51805], [-3.24394, 3.33269, -2.19894], [-2.54354, 3.30012, 0.84661], [-3.61506, 3.65903, 1.66220], [-3.62176, 4.88920, 2.30053], [-2.57008, 5.77388, 2.11976], [-1.50357, 5.42802, 1.30052], [-1.48746, 4.19533, 0.67268], [-2.51270, -1.63555, 0.17513], [-2.76446, -2.39052, 1.82052], [-2.68260, -1.57336, 2.94785], [-2.88378, -2.08401, 4.21774], [-3.15477, -3.43412, 4.38693], [-3.23961, -4.25781, 3.27564], [-3.05374, -3.74135, 2.00142], [-2.68006, -3.00171, -1.00608], [-3.68591, -3.04717, -1.97005], [-3.74008, -4.09082, -2.88319], [-2.80031, -5.10578, -2.83913], [-1.80409, -5.08109, -1.87233], [-1.74306, -4.03587, -0.96940], [-4.24977, -0.51595, -1.08894], [-4.87724, -1.16150, 0.41731], [-3.87573, 0.72519, 1.68316], [-4.81208, 1.34831, 0.33184], [-2.73259, -0.02437, -2.33372], [-3.47995, 0.33404, -4.61977], [-4.03793, 2.62112, -5.41037], [-3.86154, 4.52725, -3.86116], [-3.19149, 4.18038, -1.53039], [-4.45480, 2.99445, 1.81054], [-4.45381, 5.16041, 2.93329], [-2.58276, 6.73437, 2.61253], [-0.68545, 6.11614, 1.14907], [-0.64941, 3.94200, 0.03586], [-2.46368, -0.51611, 2.84385], [-2.83317, -1.42598, 5.07476], [-3.31412, -3.83904, 5.37548], [-3.46787, -5.30756, 3.39521], [-3.15706, -4.40268, 1.15503], [-4.44296, -2.27994, -2.02115], [-4.52722, -4.11372, -3.62258], [-2.85329, -5.92216, -3.54428], [-1.08528, -5.88688, -1.81449], [-0.98712, -4.05733, -0.19534]]}

***

What is the formula in the second record?
C45H39F6N4O4P2S2Y